66
Properties=species:S:1:pos:R:3 method="wB97M-V/def2-TZVPD" e_lumo_ev=-3.56 charge=0 de_lowest_kj_mol=309.9 homo_lumo_gap_ev=4.00 e_homo_ev=-7.561 total_energy_ev=-112486.6866
S -22.929 -1.036 -15.090
P -23.503 -2.374 -9.801
C -27.254 -6.116 -15.587
Tl -24.190 -3.877 -12.487
H -21.345 -7.888 -15.796
H -27.447 -2.771 -15.603
S -20.848 -6.361 -11.771
H -26.646 -2.600 -17.166
H -22.681 -7.711 -14.661
H -22.075 -7.302 -10.016
H -22.937 -6.295 -17.248
H -21.612 -5.167 -17.719
H -21.782 -1.972 -13.121
C -21.863 -1.712 -16.429
H -26.823 -9.289 -12.456
H -24.053 -7.220 -9.603
H -22.946 -4.504 -16.922
H -26.744 -9.314 -10.754
H -21.791 -0.259 -13.233
O -24.899 -1.994 -10.416
H -21.506 -2.684 -16.088
C -27.127 -3.311 -16.495
C -22.355 -5.419 -16.962
O -22.098 -4.514 -14.328
H -28.067 -4.802 -9.191
C -21.339 -6.499 -10.052
H -27.508 -3.111 -9.061
H -25.888 -7.627 -9.603
H -28.033 -3.640 -17.003
O -23.739 -2.293 -14.736
O -23.565 -3.914 -9.908
H -21.211 -0.924 -16.807
C -25.041 -7.105 -10.048
C -20.239 -4.636 -11.514
S -21.427 -5.509 -15.321
O -25.124 -4.582 -15.064
O -22.185 -5.985 -12.356
H -19.895 -4.388 -12.518
C -28.290 -3.766 -9.445
S -28.363 -3.867 -11.290
H -22.512 -1.863 -17.291
H -30.437 -5.009 -10.743
H -20.409 -6.819 -9.581
S -25.114 -7.689 -11.740
H -25.357 -6.061 -10.030
O -25.317 -6.513 -12.655
H -21.030 -7.732 -14.199
C -21.547 -1.155 -13.804
H -21.734 -5.619 -9.545
C -26.725 -8.624 -11.597
O -22.629 -1.979 -11.016
H -19.463 -4.580 -10.750
H -26.778 -7.096 -15.619
H -28.183 -6.292 -16.129
O -23.046 -1.759 -8.424
H -27.658 -8.062 -11.561
H -29.068 -6.222 -10.829
H -29.264 -3.464 -9.060
H -20.570 -1.282 -14.270
H -27.632 -5.848 -14.600
C -21.707 -7.313 -14.944
H -21.079 -4.003 -11.229
S -26.085 -4.824 -16.269
H -29.930 -5.482 -12.184
C -29.491 -5.290 -11.205
O -27.049 -4.313 -11.920

60
Properties=species:S:1:pos:R:3 method="wB97M-V/def2-TZVPD" e_lumo_ev=0.48 charge=0 de_lowest_kj_mol=114.2 homo_lumo_gap_ev=8.55 e_homo_ev=-8.071 total_energy_ev=-90318.0407
H -4.899 0.885 0.888
H 4.827 4.997 -1.204
O 3.945 2.814 -1.990
H 6.401 3.044 -3.407
H -1.137 -2.742 0.106
H -5.658 -0.639 1.542
H 4.060 3.716 2.041
C -4.501 -0.928 -1.232
C -3.658 -6.192 -3.902
C -2.210 2.743 4.439
H -0.098 -5.544 -3.684
C 4.042 1.099 2.203
H -0.169 0.390 -2.227
H -1.149 -0.387 2.899
H -4.355 -0.861 -2.310
O 0.228 1.889 4.235
H 3.074 1.250 1.737
S 4.035 2.106 3.709
O 2.979 1.628 4.612
S -2.357 -5.378 -2.997
S -6.121 -0.309 -0.817
H -4.593 -5.902 -3.426
H -1.668 -1.846 -1.386
C 3.367 3.545 2.879
H -3.188 2.722 3.968
H -3.748 -5.874 -4.945
H 7.452 2.949 -2.044
H -6.620 0.797 1.142
O 0.638 -0.779 1.030
H -1.877 -0.021 4.531
C 5.583 4.325 -0.805
H -1.134 -5.093 -5.046
H 2.380 3.333 2.472
H -4.224 -1.947 -0.950
S -0.960 1.928 3.410
H 1.098 0.991 -1.148
C -1.055 -5.731 -4.169
H -3.462 -7.262 -3.876
C -1.714 0.317 3.508
S 5.236 2.638 -1.300
H 1.221 -0.645 -1.760
H -2.723 0.342 3.056
C 0.515 0.119 -1.423
H 3.318 4.394 3.545
H -3.746 -0.290 -0.748
H 6.844 1.453 -2.653
C -5.746 0.199 0.860
H -2.261 2.112 5.329
H -1.105 -6.781 -4.462
S -0.356 -0.499 -0.011
H 4.198 0.088 2.542
H 5.477 4.439 0.282
C 6.551 2.485 -2.482
O -2.597 -3.939 -3.069
H 6.593 4.634 -1.065
H 4.840 1.533 1.603
O -7.030 -1.471 -0.699
H -1.833 3.716 4.715
C -0.851 -2.071 -0.685
H -0.101 -2.488 -1.362